Record 1
{"formula": "C23H35ClN2O8", "method": "the ωB97M-V functional and the def2-TZVPD basis", "species": ["C", "C", "O", "O", "C", "C", "C", "C", "C", "C", "C", "N", "C", "C", "O", "Cl", "C", "C", "N", "C", "C", "O", "H", "H", "H", "H", "H", "H", "H", "H", "H", "H", "H", "H", "H", "H", "H", "H", "H", "H", "H", "C", "C", "O", "C", "C", "O", "H", "H", "H", "H", "H", "H", "H", "H", "C", "C", "O", "C", "C", "O", "H", "H", "H", "H", "H", "H", "H", "H"], "xyz": [[-4.40, 1.37, -2.91], [-3.38, 1.39, -4.01], [-3.64, 1.80, -5.11], [-2.12, 0.98, -3.68], [-2.01, -0.46, -3.67], [-0.65, -0.81, -3.12], [-0.47, -2.33, -2.98], [-0.76, -2.82, -1.55], [0.35, -2.41, -0.60], [0.11, -2.74, 0.92], [0.76, -4.04, 1.16], [1.26, -5.05, 1.35], [-1.37, -2.95, 1.31], [-2.36, -1.81, 1.23], [-3.47, -1.91, 1.62], [-1.85, -0.24, 0.53], [0.78, -1.69, 1.87], [0.95, -2.26, 3.21], [1.17, -2.59, 4.29], [2.17, -1.22, 1.37], [2.08, 0.15, 0.75], [2.46, 0.42, -0.36], [-4.06, 0.86, -2.01], [-4.65, 2.40, -2.66], [-5.31, 0.89, -3.27], [-2.79, -0.86, -3.00], [-2.16, -0.84, -4.68], [0.13, -0.39, -3.75], [-0.57, -0.31, -2.16], [-1.11, -2.85, -3.68], [0.56, -2.60, -3.21], [-1.73, -2.40, -1.26], [-0.87, -3.91, -1.55], [1.23, -2.97, -0.91], [0.61, -1.37, -0.72], [-1.40, -3.26, 2.36], [-1.77, -3.79, 0.74], [0.12, -0.84, 2.02], [2.86, -1.14, 2.21], [2.61, -1.90, 0.64], [1.63, 0.93, 1.39], [-2.57, 7.72, -3.34], [-2.61, 6.31, -2.78], [-3.87, 5.67, -3.03], [-4.15, 5.02, -4.18], [-3.21, 5.15, -5.36], [-5.16, 4.39, -4.25], [-2.67, 7.73, -4.42], [-1.62, 8.20, -3.08], [-3.39, 8.31, -2.92], [-1.79, 5.69, -3.16], [-2.52, 6.33, -1.70], [-3.56, 5.96, -5.99], [-3.26, 4.22, -5.92], [-2.17, 5.33, -5.09], [6.69, -2.23, 7.30], [5.43, -1.41, 7.10], [5.21, -1.09, 5.73], [4.57, -1.91, 4.88], [4.27, -3.33, 5.29], [4.29, -1.50, 3.78], [6.62, -3.20, 6.80], [6.86, -2.40, 8.36], [7.54, -1.70, 6.89], [4.55, -1.90, 7.53], [5.52, -0.45, 7.60], [5.08, -3.98, 4.95], [3.35, -3.63, 4.79], [4.12, -3.47, 6.36]], "largest_force_ev_per_a": 0.83, "smiles": "CC(=O)OCCCCC[C@](C#N)(CC(=O)Cl)[C@@H](C#N)CC=O.CCOC(C)=O.CCOC(C)=O", "homo_energy_ha": -0.36939, "gap_ev": 10.241, "spin_multiplicity": 1}

***

Record 2
{"formula": "C23H35CrN7S", "method": "the ωB97M-V functional and the def2-TZVPD basis", "species": ["Cr", "C", "C", "N", "C", "C", "C", "C", "C", "C", "C", "N", "C", "C", "N", "N", "H", "H", "H", "H", "H", "H", "H", "H", "H", "H", "H", "H", "H", "H", "H", "H", "H", "H", "C", "C", "C", "C", "C", "C", "C", "C", "N", "H", "H", "H", "H", "H", "H", "H", "H", "H", "S", "C", "N", "C", "C", "C", "N", "H", "H", "H", "H", "H", "H", "H", "H"], "xyz": [[0.70, -0.76, -0.48], [0.91, 1.28, -2.36], [1.89, 1.60, -1.16], [1.24, 1.28, 0.11], [1.91, 1.01, 1.39], [0.96, 0.15, 2.23], [0.68, 0.24, 3.59], [-0.33, -0.58, 4.10], [-1.09, -1.40, 3.27], [-0.75, -1.45, 1.93], [-1.49, -2.16, 0.78], [-1.53, -1.22, -0.36], [-1.63, -1.59, -1.77], [-1.03, -0.45, -2.69], [-0.27, 0.53, -1.91], [0.27, -0.72, 1.51], [1.43, 0.70, -3.12], [0.60, 2.23, -2.83], [2.19, 2.65, -1.23], [2.79, 0.98, -1.24], [0.44, 1.89, 0.28], [2.19, 1.91, 1.94], [2.83, 0.44, 1.19], [1.22, 0.92, 4.23], [-0.57, -0.53, 5.15], [-1.92, -1.97, 3.67], [-2.48, -2.47, 1.12], [-0.93, -3.05, 0.49], [-2.14, -0.44, -0.14], [-2.67, -1.78, -2.08], [-1.07, -2.51, -1.92], [-1.85, 0.03, -3.24], [-0.37, -0.91, -3.42], [-0.92, 1.17, -1.45], [2.38, -2.67, -3.69], [3.00, -3.37, -2.52], [3.92, -4.40, -2.70], [4.49, -5.05, -1.62], [4.14, -4.67, -0.33], [3.23, -3.65, -0.10], [2.85, -3.25, 1.29], [2.66, -3.00, -1.21], [1.76, -1.97, -1.01], [2.76, -3.07, -4.63], [2.59, -1.60, -3.66], [1.29, -2.78, -3.68], [4.19, -4.69, -3.71], [5.20, -5.85, -1.78], [4.59, -5.18, 0.52], [3.38, -3.85, 2.03], [1.78, -3.36, 1.46], [3.08, -2.20, 1.47], [-2.03, 1.94, 0.73], [-2.98, 3.33, 1.00], [-3.86, 3.76, 0.09], [-4.73, 4.91, 0.26], [-4.07, 5.90, 1.21], [-3.67, 5.19, 2.48], [-2.87, 4.01, 2.14], [-3.92, 3.20, -0.74], [-5.70, 4.59, 0.66], [-4.90, 5.36, -0.71], [-4.76, 6.71, 1.44], [-3.19, 6.34, 0.73], [-4.55, 4.89, 3.05], [-3.06, 5.83, 3.12], [-2.22, 3.64, 2.81]], "s2": 3.992, "largest_force_ev_per_a": 1.21, "homo_energy_ha": [-0.34289, -0.34922], "charge": 1, "relative_energy_ev": 1.566, "gap_ev": [7.199, 7.159], "spin_multiplicity": 4}

***

Record 3
{"formula": "C23H35FeN3O2PS", "method": "the ωB97M-V functional and the def2-TZVPD basis", "species": ["Fe", "C", "C", "C", "C", "C", "C", "C", "C", "S", "C", "N", "C", "C", "C", "C", "C", "C", "C", "C", "H", "H", "H", "H", "H", "H", "H", "H", "H", "H", "H", "H", "H", "H", "H", "H", "C", "C", "C", "C", "H", "H", "H", "H", "H", "H", "H", "H", "H", "N", "C", "P", "O", "O", "C", "N", "H", "H", "H", "H", "H", "H", "H", "H", "H", "H"], "xyz": [[0.49, 0.07, 0.19], [-1.04, -4.89, 3.20], [0.12, -4.38, 4.07], [1.46, -4.75, 3.41], [0.04, -5.08, 5.43], [0.01, -2.86, 4.19], [-0.19, -2.21, 5.42], [-0.31, -0.84, 5.53], [-0.22, -0.08, 4.37], [-0.36, 1.64, 4.15], [-0.11, 1.43, 2.47], [0.05, 0.19, 2.08], [-0.01, -0.71, 3.14], [0.10, -2.09, 3.04], [-0.06, 2.48, 1.44], [-0.14, 3.83, 1.70], [-0.05, 4.74, 0.65], [0.16, 4.28, -0.64], [0.26, 2.91, -0.89], [0.14, 1.97, 0.14], [-1.00, -5.98, 3.12], [-0.99, -4.47, 2.19], [-2.00, -4.62, 3.63], [1.54, -5.83, 3.32], [2.30, -4.39, 4.00], [1.55, -4.33, 2.40], [0.13, -6.16, 5.29], [-0.91, -4.89, 5.93], [0.86, -4.77, 6.08], [-0.25, -2.80, 6.33], [-0.46, -0.38, 6.49], [0.25, -2.53, 2.07], [-0.27, 4.19, 2.72], [-0.11, 5.80, 0.85], [0.27, 4.99, -1.45], [0.49, 2.59, -1.90], [4.39, -0.96, -1.19], [2.86, -0.88, -1.14], [2.28, -2.28, -0.89], [2.47, 0.10, -0.06], [4.70, -1.67, -1.96], [4.79, -1.30, -0.23], [4.84, 0.00, -1.42], [2.52, -0.51, -2.12], [2.69, -2.70, 0.03], [2.54, -2.96, -1.71], [1.19, -2.27, -0.81], [2.72, 1.14, -0.24], [2.71, -0.23, 0.95], [-2.95, -3.27, -1.26], [-2.62, -2.27, -2.33], [-2.25, -0.75, -1.37], [-3.47, -0.42, -0.58], [-0.96, -1.09, -0.66], [-2.04, 0.70, -2.49], [-2.52, 1.86, -1.67], [-3.06, -4.22, -1.62], [-3.81, -2.99, -0.77], [-2.20, -3.27, -0.55], [-3.49, -2.16, -2.98], [-1.76, -2.63, -2.89], [-2.70, 0.61, -3.36], [-1.02, 0.86, -2.81], [-3.29, 1.51, -1.07], [-2.85, 2.64, -2.24], [-1.77, 2.21, -1.04]], "s2": 1.238, "largest_force_ev_per_a": 1.23, "homo_energy_ha": [-0.49804, -0.49798], "charge": 2, "gap_ev": [7.433, 7.760], "spin_multiplicity": 2}

***

Record 4
{"formula": "C23H35N5O2", "method": "the ωB97M-V functional and the def2-TZVPD basis", "species": ["C", "O", "C", "C", "N", "C", "C", "H", "H", "C", "C", "N", "H", "C", "C", "C", "N", "C", "C", "C", "C", "C", "N", "H", "H", "H", "C", "H", "H", "H", "C", "O", "N", "C", "H", "C", "C", "C", "C", "H", "H", "H", "H", "H", "H", "H", "H", "H", "H", "H", "H", "H", "H", "C", "H", "H", "H", "H", "H", "H", "H", "H", "H", "H", "H"], "xyz": [[-5.65, -2.91, 1.15], [-6.43, -2.07, 1.78], [-5.94, -0.67, 1.95], [-6.06, 0.08, 0.69], [-5.01, -0.36, -0.35], [-5.27, 0.30, -1.47], [-3.91, 0.18, -1.96], [-3.73, 0.97, -3.12], [-3.65, -0.70, -2.50], [-2.89, 0.69, -0.96], [-1.56, 0.40, -1.00], [-0.88, 0.94, -2.20], [-1.22, 0.46, -3.09], [0.63, 0.49, -2.15], [1.37, 0.82, -1.11], [2.17, 0.11, -0.01], [2.78, 0.82, 0.86], [2.19, 2.11, 0.65], [2.52, 3.49, 1.19], [1.71, 4.53, 0.91], [0.84, 4.39, -0.42], [0.59, 3.31, -0.83], [1.37, 2.24, -0.48], [-0.01, 3.13, -1.65], [0.35, 5.45, -0.91], [1.94, 5.46, 1.28], [3.35, 3.22, 2.43], [3.28, 4.50, 2.95], [3.04, 2.53, 3.19], [4.40, 3.26, 2.16], [2.51, -1.20, -0.28], [1.68, -2.06, -0.96], [3.63, -1.79, 0.39], [4.65, -1.24, 0.97], [4.36, -0.13, 1.12], [5.99, -1.04, 0.20], [6.33, -2.71, -0.19], [5.12, -3.44, -0.37], [3.85, -3.20, 0.23], [2.88, -3.58, -0.15], [4.10, -3.75, 1.37], [5.19, -4.45, -0.48], [4.83, -3.11, -1.61], [7.14, -2.96, -0.63], [6.43, -3.10, 0.88], [6.92, -0.78, 0.65], [5.88, -0.89, -0.77], [4.97, -1.69, 2.03], [1.07, 0.95, -3.19], [0.58, -0.62, -2.21], [-1.49, -0.85, -1.17], [-0.96, 0.48, -0.13], [-2.69, 1.89, -1.01], [-3.64, 0.12, 0.38], [-3.09, -0.74, 0.81], [-3.72, 1.07, 1.27], [-5.98, -0.25, -2.14], [-5.63, 1.45, -1.42], [-7.03, 0.02, 0.21], [-5.96, 1.16, 1.32], [-5.02, -0.86, 2.31], [-6.72, -0.33, 2.81], [-5.45, -2.51, 0.01], [-4.91, -3.05, 1.71], [-6.18, -3.98, 1.04]], "largest_force_ev_per_a": 18.38, "homo_energy_ha": -0.29637, "relative_energy_ev": 20.272, "gap_ev": 7.982, "spin_multiplicity": 1}

***

Record 5
{"formula": "C23H35NOP2Ti", "method": "the ωB97M-V functional and the def2-TZVPD basis", "species": ["Ti", "P", "P", "N", "H", "C", "H", "H", "H", "C", "H", "H", "H", "C", "H", "H", "H", "C", "H", "H", "H", "C", "H", "H", "H", "C", "H", "H", "H", "C", "C", "C", "C", "C", "C", "H", "H", "H", "H", "H", "C", "O", "C", "H", "H", "H", "C", "H", "H", "H", "C", "C", "C", "C", "C", "C", "C", "C", "H", "H", "H", "H", "H"], "xyz": [[0.11, -1.21, -0.73], [0.91, -3.58, -0.89], [1.75, -0.23, 0.87], [0.33, -0.44, -2.30], [-3.38, 0.77, 2.26], [-0.28, -4.44, -1.97], [0.25, -4.91, -2.81], [-1.01, -3.72, -2.36], [-0.81, -5.21, -1.39], [1.05, -4.67, 0.56], [0.36, -5.52, 0.45], [0.79, -4.11, 1.46], [2.08, -5.05, 0.65], [2.49, -3.78, -1.77], [2.38, -4.53, -2.57], [3.27, -4.11, -1.06], [2.79, -2.82, -2.22], [1.32, 1.50, 0.44], [2.16, 2.15, 0.73], [0.41, 1.80, 0.98], [1.14, 1.59, -0.64], [1.08, -0.33, 2.57], [1.85, -0.01, 3.28], [0.79, -1.36, 2.78], [0.19, 0.32, 2.64], [3.55, -0.26, 1.02], [3.96, 0.75, 0.90], [3.95, -0.90, 0.23], [3.84, -0.67, 2.00], [0.59, 0.09, -3.50], [-0.19, 1.16, -5.56], [-0.46, 0.65, -4.30], [1.92, 0.11, -4.04], [2.17, 0.64, -5.29], [1.12, 1.17, -6.06], [-1.01, 1.56, -6.15], [-1.47, 0.64, -3.88], [2.72, -0.31, -3.42], [3.19, 0.65, -5.68], [1.32, 1.58, -7.05], [-2.52, -0.29, 1.15], [-1.33, -0.61, 0.33], [-3.66, -0.12, 0.14], [-4.61, 0.11, 0.65], [-3.79, -1.04, -0.44], [-3.43, 0.70, -0.55], [-2.79, -1.50, 2.05], [-3.68, -1.34, 2.67], [-1.94, -1.69, 2.71], [-2.96, -2.40, 1.44], [-2.35, 0.91, 1.97], [-1.42, 1.76, 2.26], [-1.30, 3.06, 2.81], [-0.04, 3.58, 3.22], [0.08, 4.87, 3.71], [-1.05, 5.69, 3.82], [-2.31, 5.20, 3.44], [-2.44, 3.91, 2.95], [0.83, 2.92, 3.14], [1.06, 5.25, 4.00], [-0.96, 6.71, 4.20], [-3.19, 5.84, 3.52], [-3.42, 3.51, 2.66]], "largest_force_ev_per_a": 3.91, "homo_energy_ha": [-0.20010, -0.16057], "relative_energy_ev": 0.729, "gap_ev": [4.864, 2.952], "spin_multiplicity": 1}

***

Record 6
{"formula": "C23H35OTc", "method": "the ωB97M-V functional and the def2-TZVPD basis", "species": ["C", "C", "C", "C", "C", "Tc", "C", "C", "H", "C", "H", "H", "C", "H", "H", "H", "C", "H", "H", "H", "C", "H", "H", "H", "C", "H", "H", "H", "C", "H", "H", "H", "C", "H", "H", "H", "C", "H", "H", "H", "C", "C", "C", "C", "H", "C", "H", "C", "H", "H", "H", "C", "C", "O", "H", "H", "H", "H", "H", "H"], "xyz": [[-0.27, 0.13, 2.58], [-1.19, -0.60, 1.75], [-1.82, 0.35, 0.84], [-1.27, 1.64, 1.10], [-0.25, 1.50, 2.13], [0.58, 0.19, 0.39], [0.47, 0.76, -2.70], [1.45, 0.94, -1.52], [2.44, 0.51, -1.72], [1.42, 2.00, -0.54], [0.68, 2.81, -0.65], [2.37, 2.35, -0.11], [1.25, 0.70, -4.03], [1.91, -0.18, -4.06], [0.57, 0.64, -4.90], [1.88, 1.60, -4.14], [-0.55, 1.92, -2.76], [-1.14, 1.96, -1.83], [-0.03, 2.88, -2.90], [-1.26, 1.78, -3.60], [-1.63, -2.02, 1.97], [-0.77, -2.70, 2.07], [-2.24, -2.10, 2.89], [-2.25, -2.38, 1.13], [-2.93, 0.02, -0.11], [-2.82, -0.99, -0.52], [-3.91, 0.07, 0.40], [-2.96, 0.73, -0.96], [-1.74, 2.95, 0.55], [-2.34, 2.82, -0.37], [-2.39, 3.44, 1.30], [-0.91, 3.65, 0.34], [0.50, 2.64, 2.77], [0.59, 3.49, 2.08], [-0.02, 2.99, 3.69], [1.51, 2.33, 3.06], [0.50, -0.43, 3.74], [1.41, 0.16, 3.94], [-0.12, -0.41, 4.66], [0.81, -1.47, 3.56], [0.06, -1.40, -1.39], [-0.29, -0.56, -2.49], [-0.57, -2.64, -1.19], [-1.35, -0.98, -3.31], [1.08, -1.26, -0.91], [-1.61, -3.04, -2.04], [-0.24, -3.28, -0.37], [-2.00, -2.20, -3.09], [-1.66, -0.35, -4.15], [-2.11, -4.00, -1.88], [-2.81, -2.51, -3.76], [3.44, -2.02, 2.22], [2.39, -1.69, 1.15], [2.36, -0.32, 0.84], [4.45, -1.71, 1.86], [3.45, -3.12, 2.41], [3.22, -1.50, 3.17], [2.67, -2.26, 0.24], [1.39, -2.03, 1.48], [2.56, 0.20, 1.66]], "s2": 3.787, "largest_force_ev_per_a": 6.04, "homo_energy_ha": [-0.32373, -0.40867], "charge": 1, "relative_energy_ev": 0.000, "gap_ev": [6.368, 7.638], "spin_multiplicity": 4}